No. 1
{"formula": "C39H43N7O", "method": "the ωB97M-V functional and the def2-TZVPD basis", "smiles": "c1ccncc1.c1ccncc1.c1ccncc1.c1ccncc1.c1ccncc1.c1ccncc1.c1ccncc1.C1CCOC1", "mol_weight_g_mol": 625.8, "homo_lumo_gap_ev": 9.848, "lumo_ev": 0.42, "homo_energy_ev": -9.4, "relative_energy_kcal_mol": 1.8, "symbols": ["C", "C", "C", "N", "C", "C", "H", "H", "H", "H", "H", "C", "C", "C", "N", "C", "C", "H", "H", "H", "H", "H", "C", "C", "C", "N", "C", "C", "H", "H", "H", "H", "H", "C", "C", "C", "N", "C", "C", "H", "H", "H", "H", "H", "C", "C", "C", "N", "C", "C", "H", "H", "H", "H", "H", "C", "C", "C", "N", "C", "C", "H", "H", "H", "H", "H", "C", "C", "C", "N", "C", "C", "H", "H", "H", "H", "H", "C", "C", "C", "O", "C", "H", "H", "H", "H", "H", "H", "H", "H"], "positions_angstrom": [[2.00697, 0.14532, 4.51218], [1.82317, -0.03221, 5.89643], [0.51691, 0.24611, 6.44705], [-0.54218, 0.61879, 5.75218], [-0.31201, 0.81407, 4.44583], [0.93189, 0.71420, 3.79770], [2.94654, -0.02113, 4.00631], [2.51295, -0.56377, 6.53522], [0.30697, 0.07922, 7.49322], [-1.07869, 1.16899, 3.77305], [1.05973, 1.01147, 2.76732], [-0.81160, 0.16444, -1.92514], [0.39919, -0.43157, -1.64383], [0.95617, -0.10001, -0.41757], [0.58365, 0.89652, 0.42147], [-0.59001, 1.45607, 0.11812], [-1.27207, 1.15052, -1.07922], [-1.29650, -0.03193, -2.86997], [0.76422, -1.31553, -2.14560], [1.79916, -0.59146, 0.04530], [-0.88645, 2.16233, 0.87952], [-2.21024, 1.66523, -1.22519], [-1.68877, 4.56610, 2.45261], [-0.46465, 5.20749, 2.70495], [0.16149, 5.77867, 1.54783], [-0.22490, 5.61781, 0.24620], [-1.43195, 4.98567, 0.00894], [-2.18219, 4.42133, 1.09966], [-2.14646, 4.01376, 3.25997], [0.03001, 5.04332, 3.65087], [1.18798, 6.06419, 1.72449], [-1.71818, 4.72041, -0.99809], [-3.04330, 3.81652, 0.85656], [3.32936, -3.56361, -3.05662], [3.58835, -2.23705, -3.39121], [2.74468, -1.54574, -4.31060], [1.71931, -2.19908, -4.76552], [1.41894, -3.48487, -4.52553], [2.22462, -4.26963, -3.68029], [3.99967, -4.01567, -2.34058], [4.40921, -1.71846, -2.91830], [2.94536, -0.51257, -4.55283], [0.65497, -3.90197, -5.16489], [2.11460, -5.34344, -3.64514], [5.39198, -1.71332, 2.47192], [4.46731, -2.54284, 1.83793], [4.05272, -2.17841, 0.57728], [4.44528, -1.03135, -0.01915], [5.22918, -0.15237, 0.72717], [5.69321, -0.42378, 1.93292], [5.79385, -1.99960, 3.43262], [4.20083, -3.51706, 2.22040], [3.42938, -2.82794, -0.01934], [5.60352, 0.78950, 0.35412], [6.25935, 0.37133, 2.39518], [-3.59822, 3.99729, -3.27858], [-4.41322, 4.06634, -2.10370], [-5.21270, 5.13996, -2.05200], [-5.14003, 6.15513, -2.95221], [-4.43375, 6.00334, -4.12460], [-3.55101, 4.99125, -4.26925], [-3.03875, 3.08634, -3.43209], [-4.48913, 3.22835, -1.42664], [-5.96230, 5.18705, -1.27593], [-4.50708, 6.75333, -4.89825], [-3.17188, 4.88883, -5.27532], [-2.10755, -2.81879, -3.68837], [-2.34055, -3.24027, -4.97194], [-3.60549, -3.22937, -5.53728], [-4.71377, -2.95796, -4.73172], [-4.49379, -2.56472, -3.46017], [-3.21436, -2.49666, -2.91160], [-1.09274, -2.77430, -3.32149], [-1.51145, -3.61620, -5.55302], [-3.79198, -3.42962, -6.58204], [-5.27479, -2.40999, -2.73044], [-2.98311, -2.07751, -1.94349], [-0.07720, -2.61713, 2.42240], [-0.81199, -2.97109, 3.72855], [0.21926, -2.87903, 4.83422], [1.36175, -3.33592, 4.15417], [1.41155, -2.99876, 2.75377], [-0.10428, -1.55228, 2.19120], [-0.40753, -3.25629, 1.60358], [-1.13616, -4.01172, 3.71909], [-1.57932, -2.23512, 3.96864], [-0.07894, -3.54689, 5.64239], [0.16964, -1.84622, 5.17911], [1.81011, -3.85634, 2.21173], [2.06844, -2.19819, 2.41362]]}


No. 2
{"formula": "C18H18CdF5O2Te", "method": "the ωB97M-V functional and the def2-TZVPD basis", "total_charge": -1, "mol_weight_g_mol": 601.3, "homo_lumo_gap_ev": [7.626, 3.768], "lumo_ev": [2.38, 0.98], "homo_energy_ev": [-5.2, -2.8], "symbols": ["C", "C", "C", "H", "C", "C", "H", "H", "H", "H", "C", "C", "C", "H", "C", "C", "H", "H", "H", "H", "Cd", "O", "C", "C", "H", "H", "H", "H", "C", "C", "C", "H", "C", "H", "C", "H", "C", "H", "F", "Te", "F", "F", "F", "F", "O"], "positions_angstrom": [[-0.14358, -2.40538, 3.37428], [-1.43140, -1.90177, 3.01026], [-1.62087, -2.11380, 1.62734], [-2.16682, -1.48836, 3.69879], [-0.47377, -2.74155, 1.09183], [0.47167, -2.93348, 2.15736], [1.34469, -3.59544, 2.13112], [0.20192, -2.61399, 4.39122], [-2.52547, -1.87886, 1.06859], [-0.34517, -3.07878, 0.05886], [-1.78745, 1.62691, 1.29821], [-1.78223, 1.51456, 2.71891], [-0.51099, 1.95348, 3.19202], [-2.59972, 1.15306, 3.33886], [0.26209, 2.36480, 2.06744], [-0.52546, 2.16003, 0.89455], [-0.22399, 2.37359, -0.12300], [-2.60403, 1.36223, 0.63523], [-0.17986, 1.96997, 4.22971], [1.27539, 2.75626, 2.10490], [1.43579, -0.91956, 2.63620], [-0.99811, 0.01436, -1.63808], [-2.26264, -0.57766, -2.11024], [-0.91530, -0.82589, -2.75984], [-2.66528, -1.35045, -1.45355], [-2.95663, 0.08260, -2.64434], [-0.48020, -1.81577, -2.58324], [0.39341, -1.94736, -4.85049], [0.14725, -0.89961, -5.04254], [-0.57783, -0.19661, -4.05203], [-0.97784, 1.12780, -4.31602], [-1.59405, 1.66358, -3.59266], [-0.54991, 1.77083, -5.47943], [-0.82134, 2.81445, -5.64277], [0.21459, 1.08436, -6.43351], [0.52631, 1.58647, -7.35022], [0.53269, -0.26661, -6.21999], [1.08780, -0.82576, -6.97681], [3.72144, -1.19412, 3.93099], [3.71972, 0.75786, 3.87697], [4.57888, 0.72177, 5.57992], [2.05910, 0.56596, 4.84607], [3.59446, 2.64016, 4.00049], [5.40958, 0.80091, 3.00451], [2.74311, 0.70480, 2.30410]]}